No. 1
The following is a DFT calculation (wB97M-V/def2-TZVPD) of an isolated molecule of C9H14N4O3 at a distorted geometry.

Its energy above the lowest of the compared OMol25 structures with the same formula, charge and spin is 15.0 kcal/mol. For the strongest force on any atom, the calculation gives 2.83 eV/Å. For the frontier orbital gap, the calculation gives 9.784 eV. The HOMO energy is -9.321 eV. As for the spin multiplicity: 1. As for the total energy: -796.1392 a.u. The LUMO energy is 0.46 eV. The SMILES is C[C@H](N)C(=O)N[C@@H](Cc1c[nH]cn1)C(=O)O.

Each line ends with the Mulliken charge.
CARTESIAN COORDINATES (ANGSTROEM)
C -0.70726 2.89283 -1.94041  0.00
C -0.06443 1.72488 -1.23943  0.45
C -1.11812 2.49509 -3.42191  -1.30
C -0.61305 -0.37445 -0.02745  -0.04
C -1.77736 -1.35482 -0.07149  0.52
C -0.08976 -0.10250 1.46284  -1.00
C 0.92434 -1.05461 1.99913  0.48
C 2.21769 -0.78333 2.33606  -0.44
C 1.90279 -2.92873 2.12273  -0.48
H 1.00195 3.63328 -2.68828  0.31
H 0.71243 4.16320 -1.19165  0.30
H -1.55881 3.20330 -1.34612  0.42
H -1.98518 1.81873 -3.38279  0.34
H -1.27239 3.41929 -4.01867  0.38
H -0.26604 1.98420 -3.86681  0.33
H -1.94609 0.97042 -0.81759  0.30
H 0.14253 -0.87563 -0.63524  0.44
H 0.27540 0.92486 1.49304  0.38
H -0.98856 -0.24329 2.01937  0.32
H 2.85125 0.13963 2.51746  0.34
H 2.00816 -4.00702 2.20884  0.41
H 3.84253 -2.16944 2.57703  0.23
H -0.69595 -2.57612 0.92083  0.59
N 0.23616 4.02356 -2.10600  -0.77
N -0.95986 0.85565 -0.65954  -0.17
N 0.73086 -2.39689 1.83309  -0.44
N 2.83934 -2.01373 2.44094  -0.06
O 1.12607 1.52315 -1.22471  -0.66
O -2.82825 -1.07788 -0.65663  -0.65
O -1.55980 -2.53924 0.42267  -0.52


No. 2
The following is a DFT calculation (wB97M-V/def2-TZVPD) of a structure of composition C3H7FS at a distorted geometry.

Its energy above the lowest of the compared OMol25 structures with the same formula, charge and spin is 66.5 kcal/mol. For the strongest force on any atom, the calculation gives 4.97 eV/Å. For the frontier orbital gap, the calculation gives 9.384 eV. The HOMO energy is -9.358 eV. As for the spin multiplicity: 1. As for the total energy: -616.4369 a.u. The LUMO energy is 0.03 eV.

Each line ends with the Mulliken charge.
CARTESIAN COORDINATES (ANGSTROEM)
C -0.83335 0.78727 0.32586  -0.48
C 0.53624 0.74373 -0.38996  -0.43
C 1.48139 -0.14495 0.29103  -0.18
H -0.90790 -1.73471 -0.14179  0.13
H -1.30773 1.65546 -0.03030  0.29
H -0.44057 0.99556 1.47590  0.26
H 1.03514 1.83209 -0.67298  0.25
H 0.20190 0.51678 -1.41268  0.31
H 1.15633 -1.29797 0.50956  0.11
H 1.74703 0.32827 1.24775  0.22
F 2.72871 -0.44436 -0.13540  -0.31
S -2.07176 -0.41329 -0.06990  -0.18


No. 3
The following is a DFT calculation (wB97M-V/def2-TZVPD) of a cluster of 2 separate species, CH6OSi in total at a distorted geometry.

Its energy above the lowest of the compared OMol25 structures with the same formula, charge and spin is 0.0 kcal/mol. For the strongest force on any atom, the calculation gives 1.73 eV/Å. For the frontier orbital gap (spin up / spin down), the calculation gives 8.065 / 8.675 eV. The HOMO energy (spin up / spin down) is -7.085 / -10.339 eV. As for the spin multiplicity: 3. As for the expectation value of S²: 2.007. As for the total energy: -406.2264 a.u. The LUMO energy (spin up / spin down) is 0.98 / -1.66 eV.

Each line ends with the Löwdin spin population.
CARTESIAN COORDINATES (ANGSTROEM)
C 1.00141 1.54198 0.35982  0.13
O -0.25521 1.16721 0.52998  0.79
Si -1.21603 -2.05577 -0.57577  0.74
H 1.23576 1.84672 -0.66739  0.00
H 1.78614 0.87472 0.76718  0.04
H 1.31274 2.36595 1.00001  0.06
H 0.18186 -1.90801 -0.27216  0.08
H -2.08926 -1.92888 -1.76490  0.08
H -1.95741 -1.90392 0.62323  0.08


No. 4
The following is a DFT calculation (wB97M-V/def2-TZVPD) of an isolated molecule of C4H10O2 at a distorted geometry.

Its energy above the lowest of the compared OMol25 structures with the same formula, charge and spin is 65.2 kcal/mol. For the strongest force on any atom, the calculation gives 3.76 eV/Å. For the frontier orbital gap, the calculation gives 10.683 eV. The HOMO energy is -9.882 eV. As for the spin multiplicity: 1. As for the total energy: -308.7943 a.u. The LUMO energy is 0.80 eV. The SMILES is OCCCCO.

Each line ends with the Mulliken charge.
CARTESIAN COORDINATES (ANGSTROEM)
C 0.73416 -0.12890 1.52481  -0.32
O 0.41259 0.11946 2.88511  -0.47
C 0.04370 0.96161 0.51078  -0.61
C 0.04356 0.42353 -0.96142  -0.40
C -0.34597 -0.94858 -1.43823  -0.63
O -1.70907 -1.15732 -1.08909  -0.49
H 0.18847 -1.11377 0.98118  0.21
H 1.96640 -0.15413 1.36713  0.20
H 0.63275 1.06203 2.93222  0.32
H -1.05313 1.03331 0.89368  0.30
H 0.51379 2.01254 0.52667  0.36
H -0.62685 1.15425 -1.40913  0.25
H 1.11913 0.49008 -1.13409  0.28
H -0.06458 -0.97674 -2.56402  0.27
H 0.35896 -1.71876 -1.14374  0.41
H -2.21392 -1.05861 -1.88186  0.31


No. 5
The following is a DFT calculation (wB97M-V/def2-TZVPD) of a structure of composition C2HI5S at a distorted geometry.

Its energy above the lowest of the compared OMol25 structures with the same formula, charge and spin is 0.4 kcal/mol. For the strongest force on any atom, the calculation gives 2.68 eV/Å. For the frontier orbital gap, the calculation gives 7.865 eV. The HOMO energy is -8.785 eV. As for the spin multiplicity: 1. As for the total energy: -1963.4280 a.u. The LUMO energy is -0.92 eV.

Each line ends with the Mulliken charge.
CARTESIAN COORDINATES (ANGSTROEM)
C -0.40864 -0.31851 0.72718  -0.90
C -0.93272 -1.44160 -0.08135  -0.77
S -2.35282 -0.67975 -1.53926  0.00
I 1.25523 -0.96059 1.97346  0.20
I -1.92958 0.60346 1.94201  0.24
I -2.03436 -2.92311 0.96552  0.31
I 0.59103 -2.31069 -1.33410  0.29
I -1.29327 1.16759 -2.50794  0.10
H 0.00132 0.46129 0.08529  0.54


No. 6
The following is a DFT calculation (wB97M-V/def2-TZVPD) of a structure of composition C16H34ClGaNO6PdS at a distorted geometry.

For the strongest force on any atom, the calculation gives 9.54 eV/Å. For the frontier orbital gap, the calculation gives 2.036 eV. The HOMO energy is -10.361 eV. The total charge is +1. As for the spin multiplicity: 1. As for the total energy: -4046.3588 a.u. The LUMO energy is -8.33 eV.

Each line ends with the Mulliken charge.
CARTESIAN COORDINATES (ANGSTROEM)
C -3.91909 -0.91051 -3.71476  0.37
C -4.44926 -1.15222 -2.18237  -0.02
O -4.78582 0.08584 -1.44351  -0.43
C -3.51059 0.78629 -1.22619  0.18
C -3.31417 1.32605 0.34452  -0.39
O -2.12434 2.18980 0.32080  -0.19
C -1.19681 1.90479 1.42495  -0.20
Ga 0.69749 1.28824 0.83662  -0.57
C 0.85515 -0.73238 0.41928  -0.16
C -0.59725 -1.43162 0.73878  0.30
N -0.47402 -2.93143 0.54786  -0.68
C 1.93871 1.64986 2.50366  -0.74
C 2.22327 0.25416 3.31512  -0.19
C 3.04660 0.42264 4.72362  -0.48
C 4.07901 -0.87236 4.81617  -0.67
S 3.28406 -2.44698 5.44478  1.00
O 4.16988 -3.64306 4.92941  -0.56
O 3.34882 -2.51371 6.99558  -0.52
Cl 1.35114 -2.80750 4.74665  -0.16
C 1.52119 2.37743 -0.71364  -0.50
C 0.51505 2.68707 -1.96876  -0.65
O -0.52430 1.67817 -2.20835  -0.18
C -0.08894 0.61206 -3.11844  0.43
O -0.38250 -0.66079 -2.74122  -0.38
C 0.65577 0.78684 -4.56669  -0.43
C 1.25172 -0.72033 -4.97879  -0.81
H -3.54953 0.17502 -3.95032  0.18
H -2.98738 -1.63955 -3.87248  -0.72
H -4.70379 -1.19196 -4.54275  0.37
H -5.45822 -1.77381 -2.25545  0.33
H -3.67085 -1.83845 -1.59872  0.07
H -2.57303 0.07789 -1.41739  -0.23
H -3.34291 1.71756 -1.94969  0.22
H -3.20603 0.35222 0.99159  0.24
H -4.26263 1.95253 0.70072  0.32
H -1.60450 1.15841 2.23240  0.35
H -1.03427 2.94156 1.99454  0.42
H 1.21894 -0.83060 -0.68879  0.22
H 1.65272 -1.31207 1.08019  0.34
H -0.79117 -1.26224 1.90438  0.23
H -1.50939 -0.95466 0.18239  -0.32
H 0.02917 -3.28231 1.39926  0.25
H -1.41518 -3.38604 0.58666  0.30
H 1.41377 2.43123 3.23250  0.33
H 2.96490 2.12033 2.13254  0.35
H 2.91949 -0.40396 2.60382  0.13
H 1.20218 -0.31169 3.40095  0.19
H 3.72810 1.40205 4.74789  0.32
H 2.32437 0.34535 5.64607  0.30
H 4.61173 -1.11286 3.78152  0.36
H 4.97166 -0.60086 5.56018  0.40
H 2.56401 1.90449 -1.05200  0.37
H 1.81628 3.44006 -0.25588  0.43
H -0.06088 3.69534 -1.69028  0.26
H 1.18297 2.95076 -2.89280  0.34
H 1.62359 1.48367 -4.52945  0.31
H -0.04194 1.09587 -5.45436  0.28
H 0.40219 -1.49160 -5.22470  0.11
H 1.90153 -1.18161 -4.09858  0.25
H 1.94518 -0.66867 -5.93955  0.34
Pd -1.83181 -3.22776 -4.00952  -0.01


No. 7
The following is a DFT calculation (wB97M-V/def2-TZVPD) of a cluster of 2 separate species, C3H10N in total at a distorted geometry.

Its energy above the lowest of the compared OMol25 structures with the same formula, charge and spin is 33.3 kcal/mol. For the strongest force on any atom, the calculation gives 1.48 eV/Å. For the frontier orbital gap, the calculation gives 11.602 eV. The HOMO energy is -16.939 eV. The total charge is +1. As for the spin multiplicity: 1. As for the total energy: -174.7586 a.u. The LUMO energy is -5.34 eV.

Each line ends with the Mulliken charge.
CARTESIAN COORDINATES (ANGSTROEM)
C -1.03258 -1.38357 -1.67180  -0.87
H 0.04736 -1.29322 -1.66188  0.18
H -1.63320 -0.64554 -1.14091  0.08
H -1.50340 -1.32560 -2.65016  0.32
H -1.28933 -2.37819 -1.30755  0.28
C 1.54363 0.14346 0.82492  -0.87
C -0.67936 1.05519 0.96532  -0.18
N 0.25002 0.58865 0.24198  -0.03
H 1.72017 0.69714 1.74137  0.36
H 1.41815 -0.91521 1.03628  0.35
H 2.32562 0.34495 0.10114  0.34
H -0.54476 1.05458 2.04196  0.26
H -1.67410 1.25861 0.58586  0.31
H 0.15363 0.57138 -0.76898  0.49